P:
{
  "formula": "C32H20BaF5N5S3Sb",
  "method": "ωB97M-V/def2-TZVPD",
  "species": ["Ba", "Sb", "S", "S", "S", "F", "F", "F", "F", "F", "N", "N", "N", "N", "N", "C", "C", "C", "C", "C", "C", "C", "C", "C", "C", "C", "C", "C", "C", "C", "C", "C", "C", "C", "C", "C", "C", "C", "C", "C", "C", "C", "C", "C", "C", "C", "C", "H", "H", "H", "H", "H", "H", "H", "H", "H", "H", "H", "H", "H", "H", "H", "H", "H", "H", "H", "H"],
  "xyz": [[-0.581, -0.674, 0.710], [0.199, -1.029, -2.640], [0.804, -3.119, -0.752], [-3.204, 0.016, 2.414], [1.568, -2.157, 2.440], [-1.900, 4.862, 5.574], [0.028, 3.621, 4.069], [-5.031, 1.657, 4.186], [-0.543, 1.445, 2.663], [-4.418, 3.842, 5.603], [-2.342, -2.117, -0.962], [6.614, -3.014, -2.560], [7.539, -1.753, 1.249], [-1.227, 1.374, -1.407], [1.792, 0.439, -0.256], [-2.824, 1.424, 3.365], [-0.901, 0.877, -2.608], [5.828, -2.917, -1.724], [4.818, -2.789, -0.720], [5.115, -2.347, 0.579], [-1.759, -1.945, -2.146], [1.808, -0.074, -1.488], [-3.533, -2.720, -0.872], [-1.910, 2.521, -1.315], [2.738, -2.414, 1.172], [-2.375, -2.383, -3.318], [-4.199, -3.175, -2.002], [-4.111, -2.865, 0.502], [4.140, 0.430, -1.704], [-3.467, 3.233, 4.879], [-2.218, 3.002, 0.070], [4.089, -2.186, 1.491], [-2.187, 3.757, 4.871], [2.972, -0.074, -2.251], [-1.548, 1.996, 3.389], [2.920, 0.905, 0.292], [-3.768, 2.102, 4.141], [-1.217, 3.128, 4.110], [2.442, -2.835, -0.157], [-1.264, 1.534, -3.781], [-1.977, 2.717, -3.697], [6.461, -2.024, 0.956], [3.494, -3.034, -1.049], [-3.610, -3.000, -3.241], [4.118, 0.918, -0.412], [-2.305, 3.219, -2.449], [2.824, 1.364, 1.711], [-2.275, 3.246, -4.595], [-0.986, 1.116, -4.741], [-2.803, 3.921, 0.051], [-4.940, -3.571, 0.508], [2.972, -0.500, -3.247], [-2.860, 4.143, -2.348], [4.318, -1.860, 2.497], [5.019, 1.287, 0.061], [-4.471, -1.901, 0.866], [2.599, 0.498, 2.342], [5.064, 0.411, -2.269], [-1.882, -2.253, -4.274], [-3.347, -3.208, 1.201], [-2.773, 2.236, 0.618], [-1.290, 3.187, 0.618], [-5.159, -3.664, -1.901], [2.011, 2.079, 1.832], [3.754, 1.819, 2.049], [-4.104, -3.353, -4.139], [3.258, -3.370, -2.051]],
  "nbo_charge": [1.750, 0.990, -0.404, -0.517, -0.498, -0.299, -0.305, -0.300, -0.342, -0.300, -0.561, -0.352, -0.344, -0.555, -0.585, -0.240, -0.095, 0.297, -0.215, -0.159, -0.040, -0.052, 0.239, 0.245, -0.146, -0.303, -0.262, -0.651, -0.144, 0.267, -0.663, -0.203, 0.230, -0.309, 0.274, 0.260, 0.301, 0.309, -0.211, -0.293, -0.157, 0.309, -0.112, -0.152, -0.262, -0.269, -0.667, 0.209, 0.214, 0.212, 0.211, 0.224, 0.212, 0.232, 0.222, 0.253, 0.263, 0.224, 0.220, 0.236, 0.254, 0.227, 0.213, 0.228, 0.213, 0.211, 0.221],
  "total_charge": -1,
  "lumo_ev": 2.03,
  "homo_lumo_gap_ha": 0.247
}

=====

Q:
{
  "formula": "C32H20BaF5N5S3Sb",
  "method": "ωB97M-V/def2-TZVPD",
  "species": ["Ba", "Sb", "S", "S", "S", "F", "F", "F", "F", "F", "N", "N", "N", "N", "N", "C", "C", "C", "C", "C", "C", "C", "C", "C", "C", "C", "C", "C", "C", "C", "C", "C", "C", "C", "C", "C", "C", "C", "C", "C", "C", "C", "C", "C", "C", "C", "C", "H", "H", "H", "H", "H", "H", "H", "H", "H", "H", "H", "H", "H", "H", "H", "H", "H", "H", "H", "H"],
  "xyz": [[0.019, -0.397, 0.221], [-0.392, -3.473, 0.623], [-2.041, 1.974, 0.425], [1.173, 2.351, -0.634], [2.583, -2.112, 2.379], [2.493, -0.512, 4.917], [5.413, -1.823, 1.417], [6.969, 0.904, 4.909], [7.393, -0.451, 2.573], [4.491, 0.846, 6.060], [1.829, 7.728, 2.128], [-0.549, -0.910, 2.497], [1.779, -1.691, -0.886], [-2.064, 7.261, 3.418], [-1.772, -1.350, -1.279], [-0.586, -2.233, 2.442], [-1.878, -2.563, -0.736], [2.991, -1.467, -1.392], [2.326, -3.973, -0.520], [3.935, -2.490, -1.462], [-3.744, -1.732, -2.540], [4.710, 0.187, 4.912], [-0.708, -3.011, 3.578], [-2.479, 0.443, -2.739], [-0.449, 1.214, 3.629], [-2.673, -0.917, -2.165], [-2.922, -3.415, -1.062], [-0.896, 5.504, 1.952], [3.593, -3.759, -1.042], [0.436, 5.658, 1.517], [5.970, 0.220, 4.332], [3.295, -0.083, -1.859], [6.180, -0.471, 3.146], [1.005, 4.659, 0.735], [-0.632, -0.995, 4.856], [3.859, -1.234, 3.117], [3.690, -0.522, 4.311], [0.314, 3.505, 0.359], [-1.593, 4.360, 1.581], [-0.729, -2.371, 4.809], [1.464, -2.897, -0.422], [-3.873, -2.986, -1.976], [-0.549, -0.273, 3.665], [5.145, -1.176, 2.563], [1.197, 6.805, 1.858], [-1.032, 3.352, 0.795], [-1.534, 6.482, 2.755], [2.040, -4.947, -0.146], [-4.460, -1.368, -3.263], [-1.426, 0.614, -2.971], [4.925, -2.274, -1.839], [2.473, 0.316, -2.455], [-0.736, -4.091, 3.513], [-0.603, -0.470, 5.800], [3.408, 0.588, -1.003], [-1.331, 1.635, 3.140], [0.415, 1.519, 3.030], [-4.699, -3.630, -2.249], [2.027, 4.770, 0.400], [-2.987, -4.400, -0.617], [-3.079, 0.577, -3.637], [-2.616, 4.238, 1.908], [-2.744, 1.199, -1.992], [4.211, -0.063, -2.446], [-0.790, -2.948, 5.723], [4.310, -4.567, -1.088], [-0.341, 1.625, 4.630]],
  "mulliken_charge": [1.491, 0.551, -0.404, -0.528, -0.028, -0.205, -0.275, -0.317, -0.318, -0.316, -0.593, -0.201, -0.171, -0.590, -0.158, 0.369, 0.618, 0.559, -0.473, -0.650, -0.653, -0.091, -0.498, -1.168, -1.270, 0.437, -0.674, 0.483, -0.504, 0.567, 0.684, -1.391, -0.074, -0.948, -0.676, 0.177, -0.085, 0.076, -0.647, -0.546, 0.148, -0.464, 0.468, 0.072, -0.097, 0.170, -0.038, 0.383, 0.409, 0.206, 0.398, 0.294, 0.385, 0.443, 0.254, 0.259, 0.262, 0.402, 0.467, 0.383, 0.401, 0.457, 0.159, 0.430, 0.392, 0.397, 0.401],
  "total_charge": -1,
  "lumo_ev": 1.47,
  "homo_lumo_gap_ha": 0.206
}

=====

Preferred: P; penalty for the next structure: 0.0838 hartree.

=====

P:
{
  "formula": "C5H7NO2S2",
  "method": "ωB97M-V/def2-TZVPD",
  "species": ["S", "S", "O", "O", "N", "C", "C", "C", "C", "C", "H", "H", "H", "H", "H", "H", "H"],
  "xyz": [[-2.050, 0.013, 0.849], [0.100, 1.219, 2.871], [-0.893, 2.108, -1.192], [0.269, -2.461, -0.195], [-0.555, -0.186, -0.626], [1.460, -0.629, -1.299], [0.328, -1.177, -0.659], [-0.091, 1.006, -1.113], [1.190, 0.764, -1.577], [-0.971, -0.216, 2.195], [-0.161, -0.924, 2.016], [-1.452, -0.407, 3.093], [2.244, -1.199, -1.848], [0.677, -3.106, -0.900], [-0.206, 1.967, 1.908], [1.870, 1.336, -2.163], [-1.758, 1.891, -1.361]],
  "nbo_charge": [0.417, -0.066, -0.667, -0.684, -0.406, -0.343, 0.365, 0.376, -0.336, -0.703, 0.260, 0.248, 0.216, 0.501, 0.116, 0.228, 0.480],
  "lumo_ev": -1.11,
  "smiles": "Oc1ccc(O)n1SCS",
  "homo_lumo_gap_ha": 0.237
}

=====

Q:
{
  "formula": "C5H7NO2S2",
  "method": "ωB97M-V/def2-TZVPD",
  "species": ["S", "S", "O", "O", "N", "C", "C", "C", "C", "C", "H", "H", "H", "H", "H", "H", "H"],
  "xyz": [[-2.536, 0.882, 0.377], [-2.317, -1.307, -1.514], [0.389, -2.225, -0.796], [1.707, 0.903, 0.304], [-0.161, -0.114, -0.326], [-1.572, -0.117, -0.479], [1.300, -1.463, 1.227], [-0.114, 2.312, -0.367], [0.581, 1.077, -0.089], [0.506, -1.353, -0.016], [-0.758, 2.430, -1.243], [2.370, -1.582, 1.136], [0.841, -2.388, 1.663], [1.171, -0.747, 1.954], [-1.120, -1.831, -1.888], [0.579, 3.137, -0.329], [-0.864, 2.386, 0.385]],
  "nbo_charge": [-0.024, 0.129, -0.532, -0.564, -0.590, -0.121, -0.705, -0.761, 0.726, 0.752, 0.256, 0.265, 0.235, 0.236, 0.177, 0.245, 0.278],
  "lumo_ev": -0.57,
  "smiles": "CC(=O)N(C(C)=O)C(=S)S",
  "homo_lumo_gap_ha": 0.314
}

=====

Preferred: Q; penalty for the next structure: 0.1030 hartree.

=====

P:
{
  "formula": "C5H8IN2",
  "method": "ωB97M-V/def2-TZVPD",
  "species": ["I", "N", "N", "C", "C", "C", "C", "C", "H", "H", "H", "H", "H", "H", "H", "H"],
  "xyz": [[-1.518, 2.151, -2.104], [-0.784, 1.353, 0.851], [0.786, 0.479, -1.480], [-1.229, -0.594, -0.852], [-0.567, -1.575, -0.188], [-0.539, 0.554, -1.356], [0.868, -1.570, -0.214], [1.497, -0.555, -0.908], [1.220, 1.313, -1.807], [-1.599, 0.867, 1.085], [1.398, -2.313, 0.280], [-0.981, 2.313, 0.792], [-1.123, -2.185, 0.471], [2.543, -0.429, -1.056], [-2.325, -0.675, -0.764], [-0.174, 1.310, 1.644]],
  "nbo_charge": [0.357, -1.049, -0.497, -0.274, -0.097, 0.156, -0.222, 0.056, 0.441, 0.368, 0.253, 0.377, 0.245, 0.242, 0.259, 0.383],
  "total_charge": 1,
  "lumo_ev": -4.31,
  "homo_lumo_gap_ha": 0.335
}

=====

Q:
{
  "formula": "C5H8IN2",
  "method": "ωB97M-V/def2-TZVPD",
  "species": ["I", "N", "N", "C", "C", "C", "C", "C", "H", "H", "H", "H", "H", "H", "H", "H"],
  "xyz": [[-2.476, -0.051, -1.820], [-1.056, 1.507, 0.470], [1.194, 1.646, 0.444], [-0.907, -0.775, -0.618], [-0.040, 2.275, 0.412], [-0.423, 0.060, 0.495], [-0.433, -2.081, -0.817], [1.080, 0.244, 0.433], [-1.289, -2.743, -0.471], [-0.246, 3.309, 0.374], [-0.687, -0.324, 1.486], [-0.170, -2.355, -1.857], [1.419, -0.392, -0.427], [0.536, -2.325, -0.206], [1.899, 2.225, 0.804], [1.600, -0.219, 1.299]],
  "nbo_charge": [0.533, -0.455, -0.608, 0.301, 0.273, -0.319, -0.829, -0.211, 0.345, 0.232, 0.310, 0.314, 0.191, 0.267, 0.424, 0.231],
  "total_charge": 1,
  "lumo_ev": -6.45,
  "homo_lumo_gap_ha": 0.240
}

=====

Preferred: P; penalty for the next structure: 0.0871 hartree.

=====

P:
{
  "formula": "C6H11O",
  "method": "ωB97M-V/def2-TZVPD",
  "species": ["O", "C", "C", "C", "C", "C", "C", "H", "H", "H", "H", "H", "H", "H", "H", "H", "H", "H"],
  "xyz": [[0.273, 1.137, 0.355], [-0.771, 0.519, 0.061], [1.439, 0.291, 0.519], [-0.661, -0.975, -0.096], [2.531, 0.864, -0.295], [0.914, -1.140, 0.006], [-3.544, 0.565, 0.076], [1.338, -1.412, -0.973], [-0.996, -1.640, 0.660], [-3.969, 1.573, 0.266], [1.488, 0.139, 1.573], [2.807, 1.935, 0.034], [-3.697, -0.086, -0.860], [-1.077, -1.153, -1.038], [1.137, -1.919, 0.569], [2.374, 0.825, -1.395], [-3.142, 0.042, 0.860], [3.557, 0.434, -0.324]],
  "lowdin_spin": [0.100, 0.716, 0.045, 0.111, 0.006, 0.031, 0.832, 0.002, -0.001, 0.045, 0.001, 0.000, 0.039, 0.001, 0.003, 0.001, 0.064, 0.003],
  "total_charge": 1,
  "lumo_ev": [-5.63, -7.37],
  "homo_lumo_gap_ha": [0.247, 0.339],
  "multiplicity": 3
}

=====

Q:
{
  "formula": "C6H11O",
  "method": "ωB97M-V/def2-TZVPD",
  "species": ["O", "C", "C", "C", "C", "C", "C", "H", "H", "H", "H", "H", "H", "H", "H", "H", "H", "H"],
  "xyz": [[-1.864, -0.172, 0.330], [1.339, 0.944, -0.152], [-0.153, 1.339, 0.179], [1.767, -0.342, 0.490], [-1.107, 0.398, -0.489], [-3.100, -0.611, 0.178], [1.545, -1.612, -0.182], [1.456, -0.336, 1.510], [1.389, -1.587, -1.289], [-3.430, -1.217, 0.925], [-0.276, 2.371, -0.202], [-3.504, -0.972, -0.807], [1.929, 1.812, 0.302], [-0.387, 1.477, 1.199], [2.807, -0.534, 0.481], [1.265, -2.546, 0.283], [-1.264, 0.552, -1.501], [1.590, 1.036, -1.254]],
  "lowdin_spin": [0.100, 0.029, 0.028, 0.129, 0.227, 0.616, 0.659, 0.005, 0.039, 0.037, 0.008, 0.027, 0.001, 0.000, 0.043, 0.042, 0.009, 0.000],
  "total_charge": 1,
  "lumo_ev": [-5.76, -6.51],
  "homo_lumo_gap_ha": [0.208, 0.334],
  "multiplicity": 3
}

=====

Preferred: Q; penalty for the next structure: 0.0152 hartree.

=====

P:
{
  "formula": "C2H3NO3P",
  "method": "ωB97M-V/def2-TZVPD",
  "species": ["P", "O", "O", "O", "N", "C", "C", "H", "H", "H"],
  "xyz": [[-2.266, 0.659, 0.627], [-2.364, 1.955, -0.060], [-4.374, -0.365, -0.740], [-2.973, -1.669, 0.388], [-3.266, -0.605, -0.183], [-0.745, -0.197, 0.017], [0.351, 0.526, -0.148], [1.481, 0.172, -0.317], [0.204, 1.567, 0.141], [-0.871, -1.273, 0.025]],
  "nbo_charge": [1.236, -1.157, -0.446, -0.477, 0.240, -0.549, -0.437, 0.173, 0.198, 0.218],
  "total_charge": -1,
  "lumo_ev": 4.13,
  "homo_lumo_gap_ha": 0.284
}

=====

Q:
{
  "formula": "C2H3NO3P",
  "method": "ωB97M-V/def2-TZVPD",
  "species": ["P", "O", "O", "O", "N", "C", "C", "H", "H", "H"],
  "xyz": [[0.695, -1.666, 1.299], [0.240, -1.100, -0.204], [1.081, 1.361, 0.997], [1.865, -2.542, 1.202], [0.676, 1.886, -0.127], [-0.285, 1.245, -0.739], [-0.833, -0.132, -0.277], [-1.339, 0.077, 0.598], [-0.600, 1.385, -1.791], [-1.500, -0.516, -0.958]],
  "nbo_charge": [1.528, -0.825, -0.684, -1.075, -0.080, -0.206, -0.135, 0.173, 0.143, 0.161],
  "total_charge": -1,
  "lumo_ev": 3.98,
  "smiles": "O=POC/C=N\\[O-]",
  "homo_lumo_gap_ha": 0.255
}

=====

Preferred: Q; penalty for the next structure: 0.0465 hartree.

=====

P:
{
  "formula": "C2H10O3",
  "method": "ωB97M-V/def2-TZVPD",
  "species": ["O", "O", "O", "C", "C", "H", "H", "H", "H", "H", "H", "H", "H", "H", "H"],
  "xyz": [[-0.593, 0.116, 2.160], [0.205, 2.768, -0.223], [-2.911, 0.368, -2.000], [0.901, -1.475, -0.344], [1.941, -1.695, 0.450], [0.551, -2.223, -1.045], [2.155, -1.025, 1.277], [-2.255, 0.448, -1.295], [-0.018, 2.231, -0.987], [0.186, -0.684, -0.153], [-0.766, 1.041, 2.394], [-0.068, 2.249, 0.535], [0.273, -0.001, 1.821], [2.720, -2.386, 0.159], [-2.321, 0.268, -2.750]],
  "nbo_charge": [-0.941, -0.927, -0.920, -0.385, -0.380, 0.200, 0.180, 0.460, 0.467, 0.177, 0.473, 0.461, 0.471, 0.204, 0.462],
  "lumo_ev": 0.25,
  "smiles": "C=C.O.O.O",
  "homo_lumo_gap_ha": 0.400
}

=====

Q:
{
  "formula": "C2H10O3",
  "method": "ωB97M-V/def2-TZVPD",
  "species": ["O", "O", "O", "C", "C", "H", "H", "H", "H", "H", "H", "H", "H", "H", "H"],
  "xyz": [[-2.179, -0.648, -2.602], [1.051, 1.035, 0.036], [2.327, -0.683, 2.087], [-0.744, -0.657, 0.245], [-0.327, 0.945, 0.354], [-2.220, -0.519, -3.600], [-0.260, -1.189, -0.573], [1.905, 0.033, 1.567], [-0.567, -1.196, 1.194], [1.580, -0.801, 2.712], [-0.575, 1.260, 1.403], [-1.660, 0.224, -2.432], [-0.941, 1.560, -0.362], [1.389, 1.894, 0.316], [-1.817, -0.620, 0.015]],
  "nbo_charge": [-0.929, -0.734, -0.939, -0.632, -0.068, 0.467, 0.229, 0.475, 0.206, 0.453, 0.165, 0.463, 0.154, 0.474, 0.216],
  "lumo_ev": 0.51,
  "smiles": "CCO.O.O",
  "homo_lumo_gap_ha": 0.419
}

=====

Preferred: Q; penalty for the next structure: 0.0179 hartree.